(1)
This record from OMol25 describes a cluster of 4 separate species, C24H59FN5 in total at a distorted geometry. The level of theory is the ωB97M-V functional and the def2-TZVPD basis.

Properties
LUMO energy = 2.39 eV
total charge = -1
frontier orbital gap = 4.15 eV
E_HOMO = -1.752 eV

```
89
Properties=species:S:1:pos:R:3:forces:R:3
F 2.917715 -2.733904 4.170260 -2.05 -1.22 1.47
N -5.581144 -0.631219 5.743920 -0.06 0.38 -0.06
N -0.586889 2.232343 -0.044715 0.27 -0.34 -0.46
N 0.409040 -1.828264 3.044467 -1.93 -1.14 0.59
N 1.127724 4.601178 -4.316284 0.01 -0.35 -0.07
N 3.689887 -2.025243 -2.160952 0.09 0.41 -0.14
C -0.138359 -0.388095 0.083563 0.07 -0.92 -0.59
C 1.053444 5.166476 -5.664918 -0.33 0.13 0.22
C -4.950145 -0.650502 3.263500 0.21 -0.02 -0.26
C 1.697048 -3.328603 4.826431 0.24 0.22 -0.78
C -0.968072 -1.651382 2.402055 0.76 -1.31 0.92
C -3.870510 -2.532360 5.740687 0.31 -0.15 -0.10
C 2.617369 -3.005528 -2.348822 0.13 0.02 0.24
C 5.059606 -2.535833 -2.244967 -0.23 -0.15 0.39
C 0.420768 -3.143396 3.813815 0.09 0.65 -0.93
C 0.304968 6.678137 -3.173077 -0.07 0.00 -0.07
C -1.129553 0.853524 -0.356603 0.40 -0.36 -0.14
C 1.948888 3.390174 -4.191722 -0.29 0.02 0.22
C 3.462444 3.552811 -4.284218 0.33 -0.16 -0.06
C 2.249961 5.971756 -6.160931 0.21 0.13 -0.32
C 3.415774 -0.807842 -4.395638 0.04 0.18 -0.34
C -5.297806 0.134975 4.523664 -0.22 0.09 0.11
C 3.449926 -0.762807 -2.871609 -0.19 -0.15 0.39
C -7.257101 -2.043734 6.966041 0.06 0.00 0.07
C 5.478326 -3.227392 -3.538250 0.30 -0.10 -0.26
C -0.943817 -1.667272 0.757928 -0.36 0.08 0.04
C 2.699551 -4.205188 -1.409500 0.09 0.04 0.12
C -6.784224 -1.460590 5.637661 0.25 0.12 0.16
C -4.414688 -1.254964 6.371785 -0.16 -0.08 0.31
C 1.334817 5.553296 -3.222149 -0.20 -0.05 -0.15
H 1.653989 -2.516436 -2.154023 0.26 0.18 -0.09
H -3.600340 -0.522145 6.440198 -0.26 0.04 -0.21
H -3.217585 -3.044135 6.455947 -0.05 0.05 -0.08
H -3.933028 -1.044560 3.301163 -0.11 -0.05 -0.06
H 1.627075 2.654973 -4.940153 -0.08 0.24 -0.01
H -0.558845 -3.292759 4.472057 1.67 0.00 -0.90
H 1.822189 -4.845650 -1.548402 0.09 0.12 -0.02
H 0.471748 7.295003 -2.283746 0.02 -0.11 -0.11
H 2.582362 -3.369878 -3.381487 -0.08 -0.11 -0.19
H -6.175901 0.756241 4.303785 -0.06 -0.13 0.17
H 2.491241 -0.356523 -2.523434 0.05 -0.22 0.07
H 2.336497 5.995656 -3.258618 0.14 0.11 0.09
H 3.835776 4.369483 -3.660461 -0.06 -0.05 -0.07
H 0.451224 -4.017419 3.016083 0.00 0.85 1.63
H 2.792056 -1.620493 -4.777708 0.07 0.04 0.07
H -0.469341 -2.687026 0.358620 -0.86 2.21 1.10
H 3.582319 -4.819077 -1.604884 -0.01 0.02 0.02
H 3.062426 5.322975 -6.492358 0.03 0.11 0.12
H 2.718909 -3.886692 -0.361560 0.02 0.01 -0.17
H 4.417118 -0.903249 -4.819235 -0.08 -0.08 -0.03
H -4.659598 -3.235792 5.461761 0.00 0.07 0.02
H 5.214438 -3.239639 -1.418069 -0.19 0.07 -0.08
H -1.649642 -2.576573 2.725579 0.84 1.66 -0.77
H 2.997666 0.129061 -4.780579 0.01 -0.06 0.03
H 0.376131 7.337253 -4.041878 -0.03 -0.03 0.03
H 4.718410 -3.917770 -3.913992 0.01 0.08 0.06
H 3.788667 3.717530 -5.312651 0.02 0.08 0.09
H 1.558394 -2.783053 5.870065 0.38 -0.99 -2.32
H -5.642150 -1.476764 3.079589 0.04 0.05 0.06
H -6.542316 -2.761437 7.376284 -0.03 0.07 0.00
H -4.492619 0.852934 4.724763 -0.04 -0.22 0.15
H -4.663550 -1.472306 7.417684 -0.15 0.04 -0.10
H -7.606048 -0.842748 5.252779 0.29 0.08 -0.10
H -7.426080 -1.254668 7.706861 0.10 -0.08 -0.10
H 3.951301 2.634181 -3.940825 -0.06 0.09 -0.02
H -8.203553 -2.575361 6.821647 0.11 0.06 -0.03
H 0.165952 5.808743 -5.719023 0.09 -0.05 0.17
H 5.766703 -1.722593 -2.036354 -0.30 0.08 -0.05
H 0.345346 -0.816964 -0.919431 -0.82 1.05 2.06
H -6.645533 -2.280164 4.923911 -0.09 -0.15 -0.09
H 1.717073 2.923184 -3.225517 -0.06 0.20 -0.05
H -0.068276 2.655141 -0.851242 -0.45 -0.83 1.40
H 1.952506 6.572723 -7.027060 0.02 -0.03 0.07
H -2.174513 0.765151 0.191545 2.09 -0.05 -1.29
H -0.713944 6.279697 -3.117765 0.17 0.01 -0.06
H -1.532079 -0.696946 2.843133 0.94 -1.44 -1.23
H 1.261956 5.015613 -2.267766 0.11 -0.15 -0.27
H 1.971539 -4.478042 4.983551 -0.63 2.48 -0.26
H -5.000052 0.012952 2.392799 0.02 -0.06 0.09
H -0.038568 2.261615 0.843249 -0.51 -0.19 -1.34
H 2.638031 6.661140 -5.406327 -0.05 -0.08 -0.02
H -1.235888 0.804414 -1.544400 -0.22 0.09 2.67
H 0.765392 -0.047828 0.778028 -2.13 -0.72 -1.31
H 4.196236 -0.022102 -2.557587 0.05 -0.23 0.06
H -3.264593 -2.319112 4.858501 -0.08 -0.12 0.02
H -2.078871 -1.679061 0.397140 2.19 0.21 0.45
H 5.713609 -2.506075 -4.322598 -0.10 -0.10 -0.04
H 0.845182 4.365809 -6.386322 0.09 -0.08 0.30
H 6.388500 -3.810986 -3.362688 -0.07 0.03 -0.01
```
Positions in Å, forces in eV/Å.

=====

(2)
This record from OMol25 describes a cluster of 6 separate species, C24H59NO6 in total at a distorted geometry. The level of theory is the ωB97M-V functional and the def2-TZVPD basis.

Properties
energy above the lowest of the compared OMol25 structures with the same formula, charge and spin = 348.4 kJ/mol
LUMO energy = 0.38 eV
total charge = 0
SMILES string = CC1(C)CCCC(C)(C)N1O.CC(C)O.CC(C)O.CC(C)O.CC(C)O.CC(C)O
frontier orbital gap = 8.69 eV
E_HOMO = -8.315 eV

```
90
Properties=species:S:1:pos:R:3:forces:R:3
O -5.311132 -0.097858 -3.102406 0.43 0.07 0.16
O 0.046738 1.935182 -3.447416 0.24 -0.02 -0.15
O -1.327212 7.165752 -6.450436 1.06 -0.56 2.05
O 2.371718 -7.847968 -4.322096 0.61 -0.15 0.67
O -1.277912 5.583862 3.397984 -0.38 1.47 2.14
O 3.106308 -0.219428 8.209714 -0.40 0.07 0.08
N 3.139728 -1.595988 7.995364 1.17 -1.59 -0.38
C -2.047952 6.702992 -7.529666 -0.16 1.63 -1.87
C -7.323422 0.904862 -4.074546 0.94 -0.45 -0.26
C -1.068482 6.468242 -8.731886 -1.05 0.15 -0.66
C 1.686648 0.414502 -2.570196 0.37 0.54 0.37
C 0.630278 -1.938008 8.179254 -2.26 0.69 -0.13
C 0.915178 0.279632 -5.012696 0.27 -0.08 0.72
C 2.591998 -6.638248 -5.035616 0.31 -0.11 -0.95
C -3.070452 7.887432 -7.749266 0.11 -1.55 -0.79
C 3.686508 -3.509448 6.509864 -1.33 0.16 -0.28
C -2.734452 3.872812 2.574984 1.29 0.85 -0.47
C 2.947818 -6.962838 -6.478996 0.62 0.04 -0.32
C 2.217238 -3.821028 8.459714 -0.78 -1.77 -0.09
C 2.103348 -2.122888 10.181934 -0.64 0.65 0.18
C -1.592682 4.888502 2.265324 -0.26 -0.91 -2.83
C 4.880658 -1.404118 6.254774 2.22 1.02 0.81
C 1.201008 1.169842 -3.812776 -0.36 0.45 -0.38
C 2.623958 -1.362078 5.497504 -0.73 -0.11 0.24
C 2.448068 -4.298698 7.043314 0.90 1.74 -0.20
C 3.683108 -5.777988 -4.349786 -1.11 0.04 -0.21
C 3.568808 -1.922328 6.586664 -3.03 -1.88 0.51
C -6.701952 -1.651428 -4.387826 0.42 0.26 -0.78
C 1.998488 -2.307228 8.641794 2.59 -1.28 0.85
C -6.191072 -0.162788 -4.205216 -1.71 -0.90 0.42
C -1.949542 5.884162 1.075794 -0.54 0.13 1.94
H -8.119072 0.715632 -3.353966 0.07 -0.49 0.00
H -6.819922 1.810472 -3.736226 -0.11 0.22 -0.26
H 1.319838 -4.361558 8.760764 -0.62 0.46 0.31
H -2.350652 3.255982 3.387584 -0.57 0.10 0.28
H -5.862562 -2.344608 -4.442696 0.32 0.20 0.41
H 3.899628 -4.888748 -4.941786 -0.28 0.04 -0.19
H -0.608742 1.283972 -3.186876 -0.35 0.04 0.10
H 3.119708 -6.089578 -7.108256 -0.34 0.34 0.17
H 3.900338 -7.488648 -6.544786 -0.10 -0.44 0.15
H 2.728308 0.093752 -2.583496 0.00 -0.09 -0.37
H 2.909648 -4.325758 9.133444 0.77 0.85 0.08
H 2.197338 -0.006218 7.986304 -0.38 0.82 -0.19
H 1.559748 -1.560888 5.624024 0.01 -0.59 0.14
H -7.409222 -2.062948 -3.667736 0.14 0.57 0.55
H 0.383418 -0.553878 -4.553796 0.14 -0.65 -0.82
H -3.641112 4.441822 2.780644 0.00 -0.23 0.44
H 3.289778 -5.425068 -3.396456 0.33 -0.15 0.18
H -5.810542 -0.164458 -2.285246 -0.14 -0.07 0.05
H 1.812468 -1.098298 10.413674 -0.03 0.01 0.28
H 4.928928 -0.316138 6.300424 -0.17 0.07 -0.41
H 1.585358 -8.281748 -4.661296 -0.01 0.06 -0.10
H -0.647382 4.380912 2.073294 -0.23 -0.79 -0.96
H 0.067288 -2.714278 7.661034 0.44 -0.25 -0.25
H 3.018288 -2.337878 10.734014 0.56 0.11 -0.92
H 4.652448 -6.265198 -4.244326 -0.30 -0.45 0.17
H 3.811928 -3.799658 5.466714 0.32 0.24 -0.16
H 1.408308 -2.805768 10.670504 -0.51 0.13 -0.21
H 0.341418 0.709042 -5.833976 -0.16 0.35 0.40
H -0.032762 -1.714918 9.015134 0.13 -0.03 0.36
H 5.590038 -1.707888 7.024594 0.27 -0.30 -0.12
H -0.438862 7.314242 -9.007506 -0.24 0.45 0.54
H 2.920688 -1.760288 4.527204 0.02 0.18 -0.06
H -2.556262 6.628352 1.591714 -0.43 0.11 0.11
H 1.904888 0.081222 -5.424046 -0.13 -0.94 -0.04
H 1.539818 -4.043288 6.497454 0.09 0.05 -0.51
H 2.635418 -0.272368 5.475914 0.51 0.09 -0.09
H -3.780822 7.957702 -6.925536 0.29 -0.09 0.22
H 0.484718 -1.053048 7.559804 0.60 0.17 -0.19
H 4.577288 -3.818438 7.056794 0.00 0.05 0.10
H 2.577218 -5.376618 6.945694 0.15 0.04 0.22
H -3.677422 7.688072 -8.632416 0.04 0.26 -0.25
H 1.604878 -6.183808 -5.120236 0.14 0.96 0.49
H 1.608268 1.099482 -1.725946 0.10 0.21 -0.03
H -7.191112 -1.875618 -5.335746 -0.18 0.70 -0.32
H -2.557142 5.775462 -7.267936 -0.23 -0.07 -0.26
H 5.184108 -1.788788 5.281094 0.14 0.21 0.03
H 2.146678 -7.543208 -6.936636 0.12 -0.16 -0.07
H -2.937992 3.208152 1.735404 0.16 0.15 -0.15
H -5.587452 0.145462 -5.058876 0.01 -0.29 -0.07
H -1.291732 6.402212 -5.869616 0.55 0.32 0.54
H 1.081088 -0.436858 -2.259426 -0.24 -0.17 -0.51
H -2.533462 8.831432 -7.842056 0.04 -0.14 -0.07
H -1.120252 6.515362 0.756474 0.32 -0.61 -0.45
H 1.935698 1.877582 -4.196736 0.11 0.38 0.70
H -1.675602 6.297412 -9.620886 -0.13 -0.14 -0.18
H -2.604892 5.523942 0.282794 0.59 -0.35 -0.16
H -0.366032 5.635132 -8.707866 -0.28 -0.27 0.75
H -0.599692 6.227902 3.181584 0.06 0.07 0.10
H -7.755652 1.048332 -5.064846 -0.17 0.19 0.10
```
Positions in Å, forces in eV/Å.

=====

(3)
This record from OMol25 describes a structure of composition C24H5F15GeN3O10S2Tc at a distorted geometry. The level of theory is the ωB97M-V functional and the def2-TZVPD basis.

Properties
energy above the lowest of the compared OMol25 structures with the same formula, charge and spin = 41.5 kJ/mol
LUMO energy (alpha / beta) = 1.95 / 0.82 eV
total charge = -1
frontier orbital gap (alpha / beta) = 8.70 / 7.82 eV
E_HOMO (alpha / beta) = -6.747 / -6.993 eV
2S+1 = 4

```
61
Properties=species:S:1:pos:R:3:forces:R:3
Tc -0.364415 0.608077 0.148505 -0.44 0.63 -0.81
Ge -3.314172 2.620630 0.608400 0.03 0.71 -0.23
S -1.959705 -1.519205 -0.227716 0.03 0.16 0.20
S -1.214251 2.526020 1.272233 -0.02 -0.35 0.26
F -5.165888 7.262100 4.147900 -0.02 0.02 0.03
F -8.244130 -0.885660 0.158300 -0.06 -0.02 0.00
F -1.969047 5.052672 -0.684694 -0.04 -0.06 0.08
F -4.220519 1.138599 -2.103599 -0.02 0.04 0.09
F -1.684962 5.791680 -3.232559 0.00 0.01 0.01
F -4.552734 5.644552 -0.173465 0.02 -0.11 0.02
F -2.695041 4.251616 -5.216960 0.03 0.00 -0.03
F -3.948718 1.928923 -4.637580 0.01 -0.02 0.01
F -3.555437 2.916069 3.568173 0.00 0.03 -0.11
F -5.301702 7.585586 1.468774 0.01 0.01 -0.01
F -6.184450 -1.753942 1.687332 0.01 0.03 -0.01
F -8.190508 1.606179 -0.906152 -0.06 0.03 -0.03
F -6.087608 3.189436 -0.515636 0.17 0.08 -0.07
F -4.305457 4.909282 5.193421 0.01 -0.02 0.01
F -4.079988 -0.172118 2.115183 0.05 -0.01 0.08
O -1.966594 -2.282892 0.996042 -0.07 0.04 -0.18
O -2.274893 -0.007912 0.122244 0.22 -0.41 0.13
O -0.661887 1.262481 -1.754319 0.29 0.28 0.36
O 3.654713 0.554299 0.990759 0.11 0.00 0.15
O 3.379198 -0.696445 5.320113 0.03 0.02 -0.02
O -2.803073 -1.972497 -1.282096 0.11 0.05 -0.09
O 1.651199 0.887568 0.049830 -0.02 -0.07 -0.06
O -0.498016 -1.262370 -0.671319 0.01 -0.17 0.23
O 4.438237 -0.081013 3.458450 -0.01 0.02 -0.15
O 0.459285 3.048350 -1.412820 0.13 0.18 0.02
N 0.320827 -0.075853 2.071955 -0.02 -0.10 0.13
N 0.895943 -0.590861 4.093676 -0.04 -0.09 0.24
N -0.162163 2.425682 -2.209465 -0.18 -0.63 0.16
C -1.556629 -0.605412 3.666362 -0.03 0.07 0.04
C 2.067921 -0.324424 3.435478 0.11 0.02 0.20
C -2.321586 4.657000 -2.935609 0.05 0.12 -0.06
C -7.158436 1.166785 -0.183944 -0.06 0.04 0.00
C -4.782596 6.273874 3.340146 -0.05 0.10 0.12
C -6.055462 1.966576 0.031236 0.00 -0.03 0.09
C -3.604691 2.304046 -2.331061 -0.06 -0.05 0.10
C -4.843976 6.436810 1.972866 -0.05 0.13 -0.05
C -4.953294 1.540614 0.756448 0.23 -0.42 -0.17
C -3.962297 4.206610 1.627308 0.13 -0.01 0.08
C -7.186550 -0.103038 0.354015 -0.11 -0.10 -0.02
C 3.361604 -0.383003 4.152319 -0.02 -0.06 0.04
C -6.130692 -0.547376 1.122738 -0.10 -0.16 0.07
C -3.467822 2.686341 -3.649023 -0.02 -0.10 -0.14
C -2.481673 4.253196 -1.628731 -0.06 0.04 0.05
C -3.143382 3.084979 -1.286114 -0.10 0.07 0.01
C -2.827048 3.869443 -3.947788 0.02 0.07 -0.18
C -5.044903 0.279703 1.315373 0.16 0.10 0.19
C -4.439288 5.410665 1.139477 0.02 -0.06 -0.13
C -0.147821 -0.431420 3.262114 0.18 -0.01 -0.13
C -4.339697 5.078806 3.869091 0.00 0.01 0.09
C -3.946778 4.077045 3.006702 0.00 -0.10 0.01
C 2.431124 0.504394 1.002483 -0.09 0.03 -0.19
C 1.692552 0.001117 2.178662 -0.36 0.11 -0.35
H -2.023190 0.374084 3.796568 0.00 -0.03 -0.03
H 4.222560 0.149730 2.502933 0.01 -0.01 0.08
H -1.620516 -1.167680 4.599500 0.02 0.07 -0.05
H -2.081865 -1.142406 2.884653 -0.09 -0.07 -0.09
H 0.857591 -0.843589 5.069089 0.01 -0.04 0.00
```
Positions in Å, forces in eV/Å.